The following is a quantum chemistry calculation of C30H26Br2NO2PtTe as an isolated structure, from the OMol25 dataset.

```
63
Properties=species:S:1:pos:R:3:lowdin_charge:R:1
Pt 2.42226 -0.98769 1.10650 0.87
C -3.28174 3.05543 1.11571 0.01
C -2.05630 2.30592 0.74258 -0.15
C -1.15706 2.79013 -0.22340 0.07
C -0.02136 2.09547 -0.52516 -0.02
C 1.09575 2.68632 -1.36974 -0.29
O 2.14025 2.87664 -0.77552 0.10
C 0.85152 3.01606 -2.77228 -0.16
C 1.80049 3.78247 -3.45693 0.01
C 1.59492 4.10052 -4.78552 -0.03
C 0.45157 3.64996 -5.43852 -0.03
C -0.49187 2.88025 -4.76778 -0.05
C -0.29656 2.56685 -3.43418 -0.03
C 0.27997 0.84446 0.14593 -0.26
O 1.35792 0.28268 -0.19986 -0.13
C -0.64177 0.32194 1.13461 -0.04
C -1.77093 1.06796 1.38493 0.09
C -0.48033 -0.95442 1.87835 -0.16
N 0.63925 -1.59899 1.98647 -0.09
C 0.73417 -2.80662 2.83224 -0.26
C 1.16884 -4.06498 2.08309 -0.40
Te -0.11101 -4.51875 0.44004 1.76
C 0.79351 -3.20017 -0.88110 -0.55
C -0.01007 -2.58435 -1.83447 -0.11
C 0.56496 -1.71188 -2.75747 -0.02
C 1.93069 -1.48952 -2.74913 -0.01
C 2.74150 -2.13835 -1.81635 -0.09
C 2.18438 -2.97955 -0.86044 -0.20
C -1.72155 -1.48657 2.51516 -0.26
C -1.93712 -1.38769 3.88696 -0.03
C -3.10645 -1.89808 4.43352 -0.02
C -4.04957 -2.51327 3.61879 -0.02
C -3.83826 -2.60369 2.24945 -0.03
C -2.68025 -2.07728 1.69144 -0.06
H -3.44330 3.92165 0.47998 0.10
H -3.20446 3.39808 2.15335 0.12
H -4.16030 2.40678 1.07232 0.11
H -1.35827 3.73630 -0.71228 0.16
H 2.67885 4.13232 -2.93155 0.13
H 2.31694 4.70548 -5.31629 0.12
H 0.29252 3.90589 -6.47768 0.12
H -1.37884 2.54012 -5.28447 0.12
H -1.03743 1.97329 -2.91125 0.11
H -2.49259 0.71412 2.10947 0.14
H -0.20640 -2.99082 3.34157 0.11
H 1.48739 -2.60731 3.59893 0.14
H 1.12070 -4.92012 2.75708 0.08
H 2.18170 -4.00453 1.68800 0.04
H -1.07463 -2.78323 -1.88207 0.11
H -0.05919 -1.23541 -3.50224 0.13
H 2.37812 -0.83909 -3.48907 0.14
H 3.81700 -2.02858 -1.87082 0.11
H 2.84195 -3.57108 -0.23394 0.10
H -1.20339 -0.91050 4.52672 0.14
H -3.28127 -1.81515 5.49772 0.13
H -4.95728 -2.91128 4.05175 0.13
H -4.58342 -3.06408 1.61454 0.12
H -2.54162 -2.09172 0.61464 0.11
Br 2.98766 1.18799 2.67233 0.78
C 4.23135 1.61829 1.25113 -0.84
Br 4.69933 -0.07140 0.38782 0.78
H 5.13146 2.04713 1.67677 0.04
H 3.71765 2.23563 0.51960 -0.01
```

Values from the calculation:
2S+1: 5
DFT total energy: -187711.9060 eV
orbital gap (spin up / spin down): 7.35 / 4.42 eV
net charge: +3